No. 1
19
Properties=species:S:1:pos:R:3:forces:R:3 method="wB97M-V/def2-TZVPD" homo_ev=-9.63 smiles="CC/C=C/CO.O"
H 3.07870 2.02933 0.18024 0.04 -0.12 -0.27
C -1.71539 -1.44383 0.76812 -0.08 0.89 0.24
C -0.35002 -0.96459 1.22429 -0.68 -0.53 -1.30
H -0.40907 0.77749 0.05175 -0.07 -0.52 -0.58
H 1.34476 2.46552 0.21856 0.43 0.17 0.18
O -0.24234 2.11277 -2.31773 -0.71 0.02 -0.19
H 0.21148 -1.60480 1.90255 0.07 0.08 -0.14
H -0.83347 -2.46259 -0.66813 -0.11 0.23 0.17
H 1.82139 1.52981 -1.09065 0.79 -0.03 -0.09
H 2.29770 -0.39905 0.47193 0.07 0.00 0.18
C 2.07318 1.68169 -0.03797 -1.71 0.02 0.13
H -0.78953 1.38032 -1.99896 0.25 0.10 -0.07
H -2.21732 -0.58842 0.28556 0.14 -0.16 -0.18
H -2.40801 -1.74659 1.54605 0.19 -0.21 0.38
H -0.87275 2.64155 -2.83414 0.38 -0.13 0.17
H 1.80161 0.63212 1.81635 0.04 -0.13 0.14
C 0.21820 0.01593 0.51723 0.56 0.85 1.87
O -1.61012 -2.55045 -0.10201 0.00 -0.45 -0.20
C 1.65477 0.43953 0.75484 0.39 -0.09 -0.46


No. 2
39
Properties=species:S:1:pos:R:3:forces:R:3 method="wB97M-V/def2-TZVPD" homo_ev="-14.81 / -14.80" total_charge=+2
C 3.02405 -1.51313 1.98824 -0.03 -0.02 0.03
H 4.01366 -1.90019 2.18161 0.00 0.00 -0.01
C -0.49782 -1.63500 3.23869 -0.01 0.01 -0.01
H -3.01150 -3.52211 -2.66929 0.00 -0.01 0.00
H -1.64558 0.09160 -4.49182 0.03 0.01 0.00
H -2.59033 -1.31758 3.45340 0.00 0.00 0.00
Ru 1.25869 1.34610 -0.69267 0.29 -0.38 0.08
C 0.95998 5.37084 0.65928 -0.01 -0.02 0.01
C -2.27491 -2.73346 -2.74122 0.05 0.03 0.02
Te 1.05290 0.77851 -3.17711 0.07 -0.12 0.12
H -1.07671 0.34651 -0.93742 0.01 0.05 -0.03
C -0.19754 -1.75796 -2.02073 0.11 -0.11 0.00
H 1.77953 5.64632 0.00275 0.00 0.00 0.00
O 1.01469 3.90420 0.89706 0.01 0.01 0.01
H -2.77258 0.16971 1.48579 0.00 0.00 0.00
N 1.64090 -0.12298 0.63006 -0.06 0.03 -0.08
H 1.06893 5.80551 1.64445 0.00 0.00 0.00
H -1.27635 1.71161 -0.05244 -0.02 -0.03 0.08
C -2.43963 -1.71574 -3.67167 -0.06 0.00 -0.03
H 3.65460 -0.34508 0.27726 0.00 0.00 0.01
C -0.37027 -0.72010 -2.94312 -0.17 0.02 -0.18
C 1.95251 -1.85754 2.77561 0.01 0.01 -0.03
C 2.83099 -0.63801 0.91820 0.03 0.01 -0.03
C -1.49950 -0.70337 -3.77183 -0.02 0.08 0.06
C 0.55429 -0.47121 1.39587 -0.02 -0.06 -0.01
H 2.08216 -2.52910 3.61541 0.00 0.00 0.00
C -1.15587 -2.75196 -1.91469 -0.01 -0.03 0.03
H -3.30330 -1.70666 -4.32269 0.00 -0.02 0.00
O 1.08295 3.38696 -1.33389 -0.01 0.09 -0.09
C -1.80694 -0.23621 1.76294 0.01 0.03 0.01
H -0.00386 5.60584 0.21842 0.01 0.01 0.00
C 0.66832 -1.33940 2.49199 0.01 -0.01 0.02
N -0.68111 0.89245 -0.16523 0.00 0.07 0.03
C -1.70112 -1.09123 2.88222 0.01 -0.01 0.00
H -1.01472 -3.55976 -1.20871 -0.01 -0.01 -0.01
C -0.68890 0.06559 1.04204 -0.01 -0.03 -0.03
H 0.70178 -1.81411 -1.41838 0.00 0.02 -0.02
H -0.42351 -2.29465 4.09321 0.00 0.00 0.00
C 1.09112 3.15477 -0.12160 -0.20 0.38 0.02


Number 1: maximum force 2.1 eV/Å. Number 2: maximum force 0.5 eV/Å.